{
  "formula": "C4H13N3O2",
  "method": "ωB97M-V with the def2-TZVPD basis set",
  "energy_ha": -474.94067,
  "gap_ev": 10.440,
  "fmax_ha_per_bohr": 0.048,
  "homo_energy_ev": -9.67,
  "relative_energy_kj_mol": 95.21,
  "smiles": "C[C@H](N)C(=O)NCN.O",
  "e_lumo_ev": 0.8,
  "symbols": ["C", "C", "N", "C", "O", "N", "C", "N", "H", "H", "H", "H", "H", "H", "H", "H", "H", "H", "H", "O", "H", "H"],
  "positions_angstrom": [[1.25468, 0.46719, 1.79225], [0.88421, -0.86357, 1.20116], [2.07765, -1.76163, 1.08841], [0.43430, -0.62554, -0.25291], [1.25774, -0.57446, -1.14656], [-0.89975, -0.52240, -0.54731], [-1.97575, 0.04067, 0.26076], [-2.96696, 0.69941, -0.63303], [0.59065, 0.65837, 2.66191], [2.23956, 0.52179, 2.27079], [1.14820, 1.29928, 1.10150], [0.02725, -1.34749, 1.70746], [2.31227, -1.84704, 2.07942], [2.76134, -1.16233, 0.62511], [-1.12515, -0.35536, -1.53417], [-2.59520, -0.73994, 0.72583], [-1.70245, 0.77602, 1.04099], [-3.30509, -0.01026, -1.27710], [-2.49628, 1.39686, -1.20053], [0.01326, 2.28970, -1.68257], [0.03784, 1.64981, -0.97561], [0.81088, 2.42273, -2.18716]],
  "forces_ev_per_a": [[-0.871, 1.076, 2.032], [0.004, -0.762, -1.716], [-1.388, 0.510, 0.908], [0.122, -0.431, -0.314], [0.137, 0.059, 0.036], [-0.180, 0.569, -0.160], [-2.019, 0.224, -0.113], [0.850, -0.358, 0.408], [0.103, 0.249, -0.531], [0.051, -0.297, -0.550], [0.136, 0.124, -0.038], [0.744, 0.025, 0.093], [0.709, -0.252, -0.405], [0.153, -0.442, 0.147], [0.738, -0.224, 0.461], [0.583, 0.004, 0.247], [0.392, -0.459, -0.476], [-0.182, 0.116, 0.052], [-0.028, 0.204, 0.004], [-1.572, 1.000, -0.237], [0.986, -0.285, -0.243], [0.532, -0.650, 0.395]]
}